No. 1
The following is a quantum chemistry calculation of a cluster of 3 separate species, C4H9N3 in total, from the Open Molecules 2025 dataset.

Results
Calculated total energy ... -321.908058 a.u.
Energy relative to the best compared isomer or geometry (same formula, charge and spin) ... 114.39 kcal per mole
Spin multiplicity ... 1
E_HOMO ... -9.24 eV
Molar mass ... 99.14 u
SMILES ... C=NN.C#N.C=C

Each line ends with the natural charge from an NBO analysis.
Geometry (Å):
C  1.56  -0.82  1.02  -0.324
N  1.08  -1.42  -0.04  -0.146
N  1.44  -1.00  -1.24  -0.593
H  1.45  -1.37  1.94  0.215
H  2.47  -0.22  0.95  0.175
H  2.05  -0.19  -1.35  0.355
H  0.78  -1.17  -1.98  0.389
C  -0.68  1.00  1.60  0.032
N  -1.11  1.91  2.16  -0.362
H  0.24  0.24  1.45  0.239
C  -1.65  0.06  -0.24  -0.411
C  -1.40  0.97  -1.20  -0.372
H  -1.04  -0.84  -0.17  0.216
H  -2.65  -0.04  0.15  0.212
H  -0.41  1.15  -1.60  0.177
H  -2.12  1.74  -1.44  0.198


No. 2
The following is a quantum chemistry calculation of an isolated molecule of C4H9N3, from the Open Molecules 2025 dataset.

Results
Calculated total energy ... -322.047647 a.u.
Energy relative to the best compared isomer or geometry (same formula, charge and spin) ... 26.80 kcal per mole
Spin multiplicity ... 1
E_HOMO ... -8.98 eV
Molar mass ... 99.14 u
SMILES ... [H]/N=C\C/C(N)=N\C

Each line ends with the natural charge from an NBO analysis.
Geometry (Å):
H  -3.10  -0.23  0.27  0.331
N  -2.57  0.43  0.84  -0.607
C  -1.43  0.73  0.41  0.169
C  -0.70  0.16  -0.83  -0.560
C  0.40  -0.72  -0.27  0.451
N  0.15  -2.06  -0.34  -0.804
N  1.40  -0.32  0.42  -0.513
C  1.93  1.01  0.36  -0.433
H  -0.72  1.32  1.03  0.168
H  -0.25  1.00  -1.38  0.240
H  -1.37  -0.42  -1.46  0.217
H  -0.81  -2.37  -0.36  0.378
H  0.78  -2.64  0.19  0.398
H  1.53  1.65  -0.44  0.164
H  1.72  1.51  1.31  0.196
H  3.02  0.94  0.26  0.205


No. 3
The following is a quantum chemistry calculation of an isolated molecule of C4H9N3, from the Open Molecules 2025 dataset.

Results
Calculated total energy ... -321.942455 a.u.
Energy relative to the best compared isomer or geometry (same formula, charge and spin) ... 92.81 kcal per mole
Spin multiplicity ... 1
E_HOMO ... -7.12 eV
Molar mass ... 99.14 u

Each line ends with the natural charge from an NBO analysis.
Geometry (Å):
C  0.32  -1.80  0.07  -0.389
N  0.30  -0.34  0.13  -0.300
C  -0.99  0.25  0.02  0.589
N  -1.06  1.59  0.30  -0.843
C  1.49  0.29  0.81  -0.459
C  1.48  0.49  -0.62  -0.186
N  -1.97  -0.50  -0.28  -0.744
H  -0.24  2.08  0.64  0.407
H  -1.91  2.09  0.08  0.402
H  -2.85  0.00  -0.38  0.345
H  1.23  1.15  1.43  0.148
H  -0.05  -2.18  1.02  0.219
H  -0.30  -2.17  -0.74  0.223
H  1.35  -2.13  -0.07  0.220
H  1.22  1.42  -1.14  0.187
H  1.97  -0.23  -1.27  0.181